A structure of composition C42H35N4O2PS3TeTi. Source: the Open Molecules 2025 dataset; level of theory: wB97M-V/def2-TZVPD.

```
! RIJCOSX wB97M-V def2-TZVPD def2/J DEFGRID3
* xyz -1 2
Te 4.36 -1.74 1.29
Ti -0.04 -1.94 -0.86
S -0.07 -4.39 -1.48
S 2.12 -2.01 -2.10
S -3.89 -2.76 1.89
P -1.15 -1.38 -3.27
O -0.24 -0.06 -0.46
O -2.60 1.35 -1.62
N 0.71 -2.01 1.17
N 2.20 -7.18 -2.34
N -1.96 -2.36 -0.08
N 4.89 -4.31 -2.97
C -1.67 3.48 -1.25
C -0.83 0.30 -3.91
C -1.15 0.55 3.01
C -2.09 2.22 1.62
C -0.57 -0.10 1.92
C 1.20 -1.62 5.80
C 1.93 -6.07 -2.20
C 0.65 2.21 -3.96
C 2.85 2.10 2.76
C 3.81 -4.05 -2.65
C 1.15 -1.16 4.50
C -1.70 0.98 -4.76
C -1.90 1.71 2.90
C 2.15 1.93 0.47
C -0.77 0.44 0.62
C 0.42 -2.71 6.18
C -1.58 1.59 0.50
C -0.46 -2.86 3.95
C -0.22 2.88 -4.81
C 1.57 -4.69 -2.01
C 0.22 -1.32 2.14
C 2.85 -2.96 2.21
C -1.99 2.07 -0.85
C -2.03 5.33 -2.75
C -2.78 -2.54 0.73
C -0.55 -2.44 -4.63
C -2.96 -1.58 -3.36
C 0.34 -1.78 3.56
C -0.42 -3.32 5.26
C -0.36 5.49 -1.02
C 3.47 0.87 2.66
C 2.18 2.64 1.66
C 0.35 0.93 -3.51
C -2.51 2.36 4.11
C -1.40 2.25 -5.21
C 2.48 -3.71 -2.23
C 3.42 0.14 1.47
C -2.34 4.04 -2.33
C -1.03 6.05 -2.10
C 2.76 0.69 0.37
C -0.68 4.21 -0.59
C 1.55 -3.19 1.45
H 1.69 3.60 1.74
H 0.00 3.88 -5.14
H 0.53 -2.31 -4.72
H -2.55 5.76 -3.59
H -3.35 -1.47 -4.38
H -0.17 3.77 0.25
H 1.75 -0.30 4.19
H -3.19 -2.58 -2.99
H 0.96 -3.93 1.99
H -1.14 -3.31 3.23
H -3.09 3.45 -2.84
H -0.74 -3.48 -4.36
H 0.45 -3.07 7.20
H 4.00 0.46 3.51
H -2.70 3.11 1.49
H -3.42 -0.85 -2.70
H 1.79 -3.64 0.48
H 2.68 -2.58 3.22
H -1.76 2.54 4.88
H 3.35 -3.92 2.31
H -0.79 7.05 -2.43
H -1.04 -2.20 -5.57
H -2.97 3.31 3.86
H 1.63 2.33 -0.39
H 1.03 0.43 -2.84
H 0.42 6.05 -0.52
H -2.63 0.51 -5.06
H 1.56 2.69 -3.63
H 2.72 0.13 -0.55
H -3.28 1.72 4.55
H -2.09 2.77 -5.86
H 2.88 2.65 3.69
H 1.84 -1.14 6.52
H -1.03 0.13 4.00
H -1.04 -4.15 5.55
*
```

**HOMO (spin up / spin down)**: -4.8 / -4.9 eV
**Energy relative to the best compared isomer or geometry (same formula, charge and spin)**: 0.0 kcal per mole

Mulliken atomic charge list, values in e, 6 entries: 0.240, -0.438, -0.456, -0.332, -0.483, 1.773

=====

A structure of composition C42H36ClHoN10O5PS at a distorted geometry. Source: the Open Molecules 2025 dataset; level of theory: wB97M-V/def2-TZVPD.

```
! RIJCOSX wB97M-V def2-TZVPD def2/J DEFGRID3
* xyz 1 5
Ho -0.22 -0.38 0.51
Cl 6.98 -4.72 -0.66
S -6.74 -4.30 3.16
P 0.81 1.77 2.13
O 1.83 -0.55 0.36
O 2.74 0.36 -1.48
O 1.00 3.27 2.68
O 2.08 1.00 2.62
O 0.99 2.10 0.55
N 0.01 -2.23 1.83
N -5.64 -3.47 4.00
N 0.20 -2.14 -1.31
N -1.82 1.64 0.08
N -2.59 -1.32 -0.05
N 1.41 -2.21 3.83
N -6.29 -3.95 1.65
N -0.45 0.38 -1.88
N 3.58 -1.23 4.52
N -2.02 -0.59 2.54
C -1.67 -0.32 3.78
C -3.26 3.37 0.88
C 1.31 3.38 -0.07
C -3.37 -1.81 0.93
C -3.74 -2.01 3.40
C -3.20 4.00 -0.35
C 4.79 -1.51 -1.54
C -1.74 2.26 -1.10
C 2.79 3.53 -0.34
C 0.20 1.60 -4.27
C 0.53 3.70 3.99
C -0.58 2.26 -3.33
C -2.44 3.43 -1.35
C 0.74 -2.17 2.76
C 0.29 -0.27 -2.80
C -3.03 -1.46 2.33
C -4.87 -2.89 3.10
C -2.29 -0.86 4.90
C 0.55 -3.37 -0.98
C -2.91 -1.58 -1.31
C 3.47 1.23 2.26
C 5.77 -3.47 -0.60
C -0.89 1.62 -2.15
C -2.56 2.19 1.05
C -4.47 -2.61 0.65
C 1.39 -4.18 -1.76
C 2.75 -0.47 -0.58
C 4.13 2.23 3.17
C 5.77 -2.49 -1.58
C -5.24 -3.16 1.76
C 4.84 -3.47 0.43
C 1.00 2.81 5.13
C 1.56 -2.37 -3.30
C 1.91 -3.65 -2.94
C -4.80 -2.88 -0.68
C 0.63 0.32 -4.02
C 2.58 -1.68 4.14
C -3.35 -1.72 4.70
C 0.69 -1.63 -2.47
C 3.87 -2.48 0.45
C 3.83 -1.50 -0.54
C -4.02 -2.34 -1.67
H 4.76 -0.73 -2.29
H 1.22 -0.20 -4.75
H 1.64 -5.17 -1.43
H 3.60 3.19 3.17
H -1.94 -0.61 5.89
H -3.84 3.77 1.70
H -5.66 -3.50 -0.90
H 3.13 -2.47 1.24
H 2.08 2.67 5.11
H 1.96 -1.94 -4.21
H 3.50 1.53 1.21
H 0.94 4.70 4.11
H 0.74 3.40 -1.00
H -4.23 -2.51 -2.72
H 0.72 3.26 6.08
H 3.35 3.67 0.59
H 3.17 2.65 -0.86
H 6.52 -2.50 -2.36
H 3.94 0.26 2.36
H 2.58 -4.23 -3.56
H -3.89 -2.16 5.53
H -2.40 3.90 -2.33
H -2.59 1.65 1.98
H -3.74 4.92 -0.53
H 0.53 1.82 5.09
H 0.45 2.09 -5.21
H -2.26 -1.18 -2.06
H 0.94 4.18 0.57
H -0.84 0.36 3.90
H -0.92 3.27 -3.52
H 4.89 -4.24 1.19
H 2.95 4.41 -0.96
H 4.18 1.84 4.19
H -0.55 3.78 3.97
H 5.15 2.41 2.82
H 0.15 -3.74 -0.04
*
```

**HOMO (spin up / spin down)**: -10.7 / -10.7 eV

Mulliken atomic charge list, values in e, 6 entries: 0.048, -0.205, 0.147, 0.093, 1.153, -0.682

=====

A structure of composition C42H36N2O4PRuS2 at a distorted geometry. Source: the Open Molecules 2025 dataset; level of theory: wB97M-V/def2-TZVPD.

```
! RIJCOSX wB97M-V def2-TZVPD def2/J DEFGRID3
* xyz -2 2
Ru -1.13 -0.93 0.01
S 6.06 -0.89 5.69
S -4.16 1.22 2.62
P -0.39 0.90 -1.03
O -2.20 -2.62 0.80
O -1.75 -3.33 1.81
O 2.18 -2.60 -1.27
O 6.13 0.17 8.05
N -3.32 -0.68 -0.81
N -0.09 -2.21 -1.56
C 0.46 2.17 0.00
C 0.33 3.75 1.83
C 1.84 2.37 -0.04
C -3.41 0.36 1.30
C 2.54 -0.98 2.73
C 4.80 -0.28 3.33
C 1.70 3.95 1.77
C -5.27 -1.17 -2.12
C -5.49 -0.02 -0.04
C 3.75 -0.31 2.43
C -0.50 -3.36 -2.36
C -0.28 2.86 0.96
C 5.51 0.17 7.01
C -2.64 1.26 3.45
C 4.70 -0.93 4.56
C 0.59 -4.43 -2.55
C -6.07 -0.54 -1.17
C 3.06 0.32 -4.02
C 0.46 -0.96 1.12
C 2.30 1.48 -4.08
C -3.90 -1.20 -1.88
C -1.97 3.21 -1.76
C -2.90 3.85 -2.57
C -3.46 3.19 -3.65
C 1.23 1.62 -3.21
C 1.61 -0.58 -2.29
C -4.10 -0.11 0.13
C -1.57 1.91 -2.02
C -2.14 1.25 -3.12
C 3.53 -1.63 4.86
C 2.45 3.26 0.84
C 4.35 1.11 6.75
C -1.70 -4.05 -1.71
C 2.72 -0.69 -3.13
C 2.48 -1.65 3.98
C -1.65 0.65 2.74
C 1.45 -0.98 1.85
C 0.88 0.62 -2.31
C -2.07 0.12 1.47
C 1.23 -1.89 -1.58
C -3.07 1.88 -3.93
C -0.89 -2.87 -3.77
H -7.15 -0.49 -1.32
H 1.41 -4.06 -3.18
H -2.10 -4.82 -2.39
H 4.02 1.52 7.70
H 1.02 -4.72 -1.59
H -5.67 -1.61 -3.02
H -0.63 0.58 3.10
H -0.05 -2.34 -4.23
H 3.46 -2.16 5.81
H 1.57 -2.18 4.21
H 0.15 -5.31 -3.04
H -3.24 -1.68 -2.59
H -1.18 -3.70 -4.43
H -6.10 0.45 0.73
H 4.71 1.91 6.11
H 3.29 -1.60 -3.08
H 3.92 0.20 -4.67
H -1.53 3.75 -0.93
H -2.48 -3.35 -1.46
H 5.71 0.26 3.08
H 0.65 2.54 -3.22
H -4.19 3.68 -4.27
H -1.83 0.23 -3.34
H -2.58 1.73 4.42
H 2.44 1.83 -0.75
H 2.55 2.27 -4.77
H 3.83 0.19 1.48
H 3.53 3.39 0.79
H -0.27 4.26 2.58
H -1.35 2.68 1.04
H -1.40 -4.52 -0.77
H -3.19 4.87 -2.35
H 3.53 0.61 6.23
H -1.73 -2.17 -3.72
H -3.50 1.35 -4.77
H 2.18 4.63 2.46
*
```

**HOMO (spin up / spin down)**: -1.1 / -0.9 eV
**Energy relative to the best compared isomer or geometry (same formula, charge and spin)**: 0.0 kcal per mole

Mulliken atomic charge list, values in e, 6 entries: -0.524, -0.174, -0.463, 3.937, -0.072, -0.675

=====

A structure of composition C42H36P2SiV. Source: the Open Molecules 2025 dataset; level of theory: wB97M-V/def2-TZVPD.

```
! RIJCOSX wB97M-V def2-TZVPD def2/J DEFGRID3
* xyz 1 3
V -0.35 -1.04 0.94
P 0.46 -1.72 -1.20
P -0.67 1.46 1.14
Si 2.01 -0.25 0.91
C -3.44 -2.05 -3.61
C -0.15 -1.70 3.11
C -4.67 1.70 1.74
C -3.70 2.08 3.90
C -2.62 -3.17 -3.50
C -0.76 2.79 -0.11
C 1.91 1.23 2.10
C -1.24 4.04 0.29
C 0.71 1.95 2.24
C 2.20 0.33 -0.88
C 3.53 -1.23 1.34
C 1.43 -0.33 -1.85
C -2.27 1.71 1.99
C 1.49 0.03 -3.20
C -1.01 -1.89 -2.25
C 1.49 -3.18 -1.54
C 2.90 2.69 3.78
C 2.52 -5.26 -0.88
C -0.49 3.65 -2.35
C 3.03 1.37 -1.30
C -3.05 -0.84 -3.04
C -4.82 1.95 3.10
C 2.32 1.07 -3.59
C -0.96 4.88 -1.94
C 1.73 -4.16 -0.58
C 0.08 -2.82 2.27
C 0.63 3.05 3.09
C 3.09 1.74 -2.64
C 2.83 -4.42 -3.11
C 2.99 1.62 2.90
C -1.33 5.08 -0.61
C 3.07 -5.39 -2.15
C -1.42 -3.09 -2.81
C -3.40 1.58 1.19
C -2.42 1.96 3.35
C -1.84 -0.77 -2.36
C 1.72 3.42 3.86
C -0.39 2.61 -1.43
C -2.07 -2.09 1.92
C -1.11 -3.07 1.53
C 2.04 -3.32 -2.81
C -1.48 -1.25 2.90
H -3.07 -2.00 1.53
H 3.63 1.92 -0.58
H -3.67 0.04 -3.13
H 1.30 -4.06 0.41
H -1.04 5.70 -2.65
H -3.31 1.40 0.12
H 1.87 -2.57 -3.57
H -1.71 6.04 -0.29
H 3.75 2.97 4.39
H 2.70 -6.01 -0.13
H 3.69 -6.25 -2.38
H 3.93 1.08 2.84
H 3.67 -2.03 0.61
H -0.27 3.64 3.14
H -5.81 2.05 3.53
H -1.27 -3.88 0.84
H -1.97 -0.46 3.42
H -5.54 1.60 1.10
H 2.37 1.36 -4.63
H 3.73 2.55 -2.95
H -1.57 4.20 1.31
H 0.00 1.66 -1.76
H -0.79 -3.97 -2.73
H 0.56 -1.29 3.82
H 4.41 -0.57 1.28
H 0.98 -3.41 2.28
H 3.26 -4.52 -4.10
H 1.65 4.27 4.53
H 0.88 -0.49 -3.93
H 3.49 -1.67 2.34
H -4.38 -2.11 -4.15
H -1.56 2.03 4.00
H -1.53 0.18 -1.94
H -2.93 -4.10 -3.95
H -3.81 2.27 4.95
H -0.20 3.48 -3.38
*
```

**HOMO (spin up / spin down)**: -10.9 / -10.4 eV
**Energy relative to the best compared isomer or geometry (same formula, charge and spin)**: 6.0 kcal per mole

Mulliken atomic charge list, values in e, 6 entries: -0.132, 1.884, 1.623, 1.839, -0.688, -0.440

=====

A cluster of 7 separate species, C42H37FIO24P in total at a distorted geometry. Source: the Open Molecules 2025 dataset; level of theory: wB97M-V/def2-TZVPD.

```
! RIJCOSX wB97M-V def2-TZVPD def2/J DEFGRID3
* xyz 0 1
I -4.46 -3.00 5.56
P -5.48 -4.24 2.39
F -7.02 -2.22 1.84
O -4.85 7.94 0.19
O 9.61 0.13 -4.11
O 11.16 -3.50 -2.70
O 10.19 4.57 -5.54
O 10.44 -0.83 -6.46
O 6.15 0.39 -1.86
O 2.35 -0.56 -5.40
O -4.92 7.82 5.35
O -4.22 2.92 7.68
O 1.64 0.57 -3.16
O -6.03 2.88 1.92
O 9.39 -2.66 -4.42
O -3.67 3.45 0.90
O -4.41 -2.61 -0.12
O -6.21 5.72 4.48
O -2.97 5.03 8.59
O -0.46 -0.92 -2.00
O 10.94 3.62 -7.85
O 8.94 -7.63 -2.71
O 6.87 -0.69 -4.13
O -0.80 1.23 -0.55
O -4.78 -0.38 1.32
O 7.19 -6.81 -4.46
O -7.15 7.40 1.29
C -6.91 -4.85 5.66
C -5.29 4.20 6.03
C 10.24 -4.36 -3.07
C -8.36 -4.05 2.47
C 9.92 0.97 -4.93
C 9.86 2.40 -4.69
C -1.67 0.39 -0.42
C -2.42 -1.87 -1.13
C -5.81 4.13 1.53
C 9.24 -3.82 -4.07
C 3.85 0.56 -2.38
C -3.69 5.24 7.64
C -5.46 -4.89 5.22
C -4.70 6.67 5.98
C -6.72 5.10 1.65
C -3.71 -0.46 0.54
C -2.82 0.53 0.45
C -1.53 -0.88 -1.22
C 9.10 -6.49 -3.07
C 10.39 0.48 -6.29
C -3.57 -1.74 -0.25
C 10.66 2.77 -7.02
C 5.59 -0.42 -3.97
C -5.22 -5.40 3.82
C -3.86 6.55 7.02
C 3.27 -0.35 -4.63
C 10.21 3.25 -5.67
C -7.06 -3.32 2.73
C -4.45 4.07 7.07
C 8.12 -5.94 -4.08
C 10.16 -5.62 -2.61
C -6.40 6.44 1.20
C 4.65 -0.68 -4.90
C 2.93 0.29 -3.31
C 10.73 1.34 -7.26
C -5.47 5.50 5.42
C -4.13 5.72 0.47
C -9.53 -3.51 3.28
C 8.19 -4.68 -4.55
C 5.24 0.21 -2.64
C -5.05 6.69 0.59
C -4.45 4.38 0.94
H -9.44 -2.43 3.40
H 0.02 -0.07 -1.87
H 7.49 -4.28 -5.27
H -5.76 -6.34 3.71
H -5.23 2.36 1.72
H 3.61 1.02 -1.43
H -4.93 -5.55 5.90
H -8.23 -5.11 2.62
H -7.20 -5.85 5.98
H -7.04 -2.88 3.72
H 4.89 -1.13 -5.85
H 10.97 -2.66 -3.16
H -7.70 4.93 2.08
H -3.58 3.12 8.40
H 7.33 -0.40 -3.32
H -3.16 5.89 0.03
H 11.06 1.01 -8.23
H -7.57 -4.57 4.85
H -8.56 -3.90 1.41
H 9.54 2.73 -3.72
H -5.57 7.62 4.65
H -2.33 -2.78 -1.70
H -10.48 -3.75 2.82
H -4.16 -5.65 3.75
H -5.94 -5.10 1.38
H -5.29 -1.21 1.25
H 7.37 -7.63 -3.97
H 10.15 -1.29 -5.64
H -7.05 -4.15 6.47
H -3.31 7.38 7.42
H -2.93 1.44 1.02
H -5.68 8.42 0.40
H 1.20 0.27 -3.99
H 10.87 -6.02 -1.89
H -9.54 -3.95 4.27
H -5.84 3.37 5.61
H 10.48 4.93 -6.40
*
```

**HOMO**: -8.7 eV
**Structure (SMILES)**: CC[C@H](F)PC[C@H](C)I.O=C1C=C(O)C(=O)C=C1O.O=C1C=C(O)C(=O)C=C1O.O=C1C=C(O)C(=O)C=C1O.O=C1C=C(O)C(=O)C=C1O.O=C1C=C(O)C(=O)C=C1O.O=C1C=C(O)C(=O)C=C1O

Mulliken atomic charge list, values in e, 6 entries: 0.095, -0.165, -0.391, -0.584, -0.546, -0.609